# 1
{
  "formula": "C9H10ClN3",
  "method": "ωB97M-V/def2-TZVPD",
  "species": ["C", "C", "Cl", "C", "C", "C", "C", "C", "C", "C", "N", "N", "N", "H", "H", "H", "H", "H", "H", "H", "H", "H", "H"],
  "xyz": [[-3.086, 0.954, 0.654], [-2.092, -0.144, 0.828], [-1.882, -1.114, -0.592], [-1.415, -0.402, 1.947], [-0.473, -1.478, 2.192], [0.526, -1.904, 1.408], [1.030, -1.287, 0.200], [1.182, 0.033, 0.021], [1.710, 0.618, -1.181], [1.988, 0.020, -2.436], [2.441, 0.952, -3.253], [2.436, 2.052, -2.527], [2.010, 1.914, -1.291], [-4.072, 0.545, 0.430], [-2.795, 1.586, -0.185], [-3.151, 1.562, 1.552], [-1.666, 0.197, 2.815], [-0.639, -1.998, 3.129], [1.051, -2.806, 1.701], [1.372, -1.971, -0.568], [0.912, 0.727, 0.806], [1.873, -0.994, -2.755], [2.738, 2.940, -2.895]],
  "mulliken_charge": [-1.195, 0.853, -0.181, -0.804, -0.438, -0.368, -0.600, 0.082, 0.421, -0.169, -0.646, 0.229, -0.624, 0.324, 0.295, 0.343, 0.332, 0.357, 0.364, 0.305, 0.455, 0.434, 0.229],
  "energy_ev": -26485.905,
  "relative_energy_ev": 0.000,
  "lumo_ev": 0.349,
  "multiplicity": 1,
  "orbital_gap_ev": 8.50,
  "smiles": "C/C(Cl)=C/C=C\\C=C\\c1cn[nH]n1"
}

# 2
{
  "formula": "C9H10ClNO4",
  "method": "ωB97M-V/def2-TZVPD",
  "species": ["C", "O", "C", "C", "C", "C", "C", "C", "C", "N", "O", "O", "C", "O", "Cl", "H", "H", "H", "H", "H", "H", "H", "H", "H", "H"],
  "xyz": [[1.986, 2.611, 0.731], [0.936, 2.359, -0.192], [0.719, 1.068, -0.557], [-0.171, 0.837, -1.590], [-1.002, -0.454, -1.819], [-0.544, -1.621, -0.975], [-0.750, -1.434, 0.337], [-0.541, -2.500, 1.455], [-1.332, -0.153, 0.732], [-2.255, 0.391, 0.006], [-3.047, 1.205, 0.354], [-2.304, -0.021, -1.317], [1.651, -0.011, -0.126], [2.198, -0.194, 0.926], [2.268, -0.842, -1.566], [2.861, 2.090, 0.600], [1.735, 2.293, 1.838], [2.328, 3.687, 0.813], [-0.686, 1.848, -2.001], [-0.953, -0.726, -2.925], [-0.177, -2.554, -1.419], [0.522, -2.522, 1.537], [-0.956, -3.371, 0.984], [-1.068, -2.076, 2.332], [-1.419, 0.089, 1.842]],
  "mulliken_charge": [-0.853, -0.361, 0.523, -0.668, 0.725, -1.361, 0.989, -1.225, -1.111, 1.033, -0.751, -0.376, 0.623, -0.471, -0.181, 0.412, 0.282, 0.263, 0.269, 0.394, 0.357, 0.292, 0.339, 0.346, 0.510],
  "energy_ev": -31690.554,
  "lumo_ev": -0.341,
  "multiplicity": 1,
  "orbital_gap_ev": 7.99,
  "smiles": "CO/C(=C/[C@H]1C=C(C)C=[N+]([O-])O1)C(=O)Cl"
}

# 3
{
  "formula": "C9H10F3N2O2",
  "method": "ωB97M-V/def2-TZVPD",
  "species": ["N", "C", "C", "C", "N", "C", "C", "H", "H", "H", "H", "H", "C", "C", "O", "C", "O", "C", "F", "F", "F", "H", "H", "H", "H", "H"],
  "xyz": [[-0.670, -0.062, -2.058], [-2.112, 0.365, -1.906], [-3.400, -0.687, -1.726], [-4.856, 0.019, -1.543], [-5.259, 1.452, -1.494], [-4.165, 2.446, -1.683], [-2.634, 1.943, -1.888], [-0.114, 0.818, -1.836], [-3.241, -1.857, -1.728], [-5.757, -0.755, -1.403], [-4.401, 3.593, -1.675], [-1.801, 2.779, -2.022], [2.658, -2.166, -0.009], [1.775, -1.034, 0.481], [2.087, -0.702, 1.843], [3.170, 0.118, 2.030], [3.861, 0.559, 1.115], [3.358, 0.430, 3.514], [3.244, -0.676, 4.304], [2.432, 1.320, 3.972], [4.577, 0.971, 3.795], [2.585, -3.028, 0.662], [2.369, -2.475, -1.017], [3.711, -1.866, -0.027], [0.728, -1.353, 0.464], [1.852, -0.151, -0.165]],
  "mulliken_charge": [-0.711, 0.397, -0.431, -0.180, -0.552, -0.205, -0.290, 0.133, 0.250, 0.226, 0.252, 0.153, -1.132, -0.090, -0.297, 0.380, -0.517, 0.830, -0.244, -0.245, -0.246, 0.284, 0.376, 0.307, 0.328, 0.223],
  "charge": -1,
  "energy_ev": -24717.547,
  "lumo_ev": 2.754,
  "multiplicity": 1,
  "orbital_gap_ev": 5.89
}

# 4
{
  "formula": "C9H10F5N3OOsS3",
  "method": "ωB97M-V/def2-TZVPD",
  "species": ["Os", "S", "C", "N", "S", "C", "N", "C", "C", "C", "N", "H", "H", "H", "H", "F", "C", "F", "C", "F", "F", "F", "C", "S", "C", "O", "H", "H", "H", "H", "H", "H"],
  "xyz": [[-4.989, -7.570, 11.897], [-9.240, -8.045, 13.626], [-7.703, -8.114, 13.133], [-6.679, -7.977, 12.524], [-4.037, -7.122, 14.128], [-3.493, -8.678, 13.795], [-2.753, -9.360, 14.727], [-2.647, -10.693, 14.610], [-3.124, -11.363, 13.488], [-3.785, -10.599, 12.522], [-3.922, -9.277, 12.679], [-2.475, -8.965, 15.692], [-2.041, -11.226, 15.374], [-3.207, -12.511, 13.468], [-4.288, -10.894, 11.657], [-7.059, -8.133, 9.816], [-5.718, -8.055, 9.983], [-5.364, -7.040, 9.108], [-5.046, -9.340, 9.396], [-5.313, -9.590, 8.056], [-5.726, -10.368, 10.058], [-3.724, -9.461, 9.767], [-1.723, -4.815, 9.951], [-2.150, -5.786, 11.467], [-0.797, -6.942, 11.653], [-3.135, -6.986, 11.156], [-2.728, -4.629, 9.455], [-0.944, -5.312, 9.310], [-1.272, -3.931, 10.332], [-1.123, -7.677, 12.432], [0.186, -6.501, 11.916], [-0.715, -7.348, 10.676]],
  "lowdin_spin": [2.764, 0.542, 0.067, 0.190, 0.030, 0.026, 0.007, 0.005, 0.007, 0.020, 0.140, 0.000, 0.000, 0.001, 0.001, 0.007, 0.028, 0.029, 0.006, 0.001, 0.003, 0.006, 0.004, 0.018, 0.002, 0.095, 0.000, 0.000, 0.000, 0.000, 0.000, 0.000],
  "charge": 2,
  "energy_ev": -64553.292,
  "lumo_ev": [-7.950, -9.481],
  "multiplicity": 5,
  "orbital_gap_ev": [7.83, 6.28]
}

# 5
{
  "formula": "C9H10FNS",
  "method": "ωB97M-V/def2-TZVPD",
  "species": ["C", "C", "C", "F", "N", "C", "C", "C", "C", "C", "C", "S", "H", "H", "H", "H", "H", "H", "H", "H", "H", "H"],
  "xyz": [[-2.844, -0.277, 1.765], [-2.001, -0.193, 0.738], [-2.304, -0.079, -0.793], [-3.483, 0.491, -1.033], [-0.661, -0.682, 0.957], [0.527, -0.055, 0.452], [0.352, 1.151, -0.171], [1.287, 1.614, -1.127], [2.425, 0.953, -1.369], [2.693, -0.148, -0.588], [1.758, -0.635, 0.349], [2.752, -1.901, 1.307], [-2.402, -0.345, 2.744], [-3.881, -0.027, 1.645], [-2.142, -1.041, -1.206], [-1.501, 0.512, -1.164], [-0.644, -1.416, 1.696], [-0.426, 1.809, 0.118], [0.916, 2.388, -1.762], [3.132, 1.152, -2.144], [3.664, -0.549, -0.636], [2.783, -2.721, 0.222]],
  "mulliken_charge": [-1.154, 0.509, -0.323, -0.305, -0.209, 0.657, -0.843, -0.417, -0.698, -0.421, -0.233, -0.252, 0.313, 0.316, 0.332, 0.366, 0.270, 0.695, 0.372, 0.393, 0.458, 0.175],
  "energy_ev": -24535.612,
  "relative_energy_ev": 0.365,
  "lumo_ev": 0.698,
  "multiplicity": 1,
  "orbital_gap_ev": 8.99,
  "smiles": "C=C(CF)Nc1ccccc1S"
}

# 6
{
  "formula": "C9H10INO",
  "method": "ωB97M-V/def2-TZVPD",
  "species": ["C", "C", "C", "C", "C", "C", "C", "C", "C", "N", "O", "I", "H", "H", "H", "H", "H", "H", "H", "H", "H", "H"],
  "xyz": [[0.863, -0.186, -1.484], [0.199, 0.916, -0.924], [-0.330, -1.629, 1.009], [-0.392, -0.271, 1.280], [0.928, -1.606, -1.084], [1.721, 1.469, 1.217], [-0.247, -2.170, -0.394], [-0.351, 0.844, 0.393], [-1.019, 2.076, 0.895], [1.997, -2.228, -1.340], [1.687, 1.780, 2.362], [3.437, 1.422, -0.109], [1.443, -0.141, -2.500], [0.152, 1.832, -1.376], [-0.308, -2.335, 1.811], [-0.553, 0.037, 2.352], [-0.100, -3.190, -0.298], [-1.144, -2.126, -0.915], [-0.309, 2.898, 0.981], [-1.593, 1.963, 1.844], [-1.841, 2.526, 0.226], [1.953, -3.265, -1.048]],
  "mulliken_charge": [-0.449, -0.561, -0.523, -0.294, 0.621, 0.238, -1.247, 1.188, -1.493, -0.705, -0.371, -0.035, 0.245, 0.515, 0.429, 0.263, 0.452, 0.415, 0.367, 0.346, 0.354, 0.247],
  "energy_ev": -21129.208,
  "relative_energy_ev": 0.000,
  "lumo_ev": [-1.131, -1.160],
  "multiplicity": 1,
  "orbital_gap_ev": [6.73, 6.39]
}

# 7
{
  "formula": "C9H10INO3S",
  "method": "ωB97M-V/def2-TZVPD",
  "species": ["C", "C", "C", "C", "C", "C", "C", "C", "C", "N", "O", "O", "O", "S", "I", "H", "H", "H", "H", "H", "H", "H", "H", "H", "H"],
  "xyz": [[-3.074, -0.798, -1.383], [-1.819, -0.794, -1.117], [-0.358, 1.785, -0.242], [-0.048, 0.469, -0.017], [1.084, 0.172, 0.916], [-1.306, 2.427, -1.135], [-0.603, -0.676, -0.707], [3.333, -2.458, 0.846], [3.281, -0.942, 0.886], [-2.723, 2.436, -0.780], [1.075, 0.566, 2.050], [-4.691, 2.122, 0.666], [2.016, -0.557, 0.258], [-3.302, 1.775, 0.439], [-4.325, -1.643, 0.178], [-3.776, -0.378, -2.195], [0.311, 2.395, 0.321], [-1.145, 3.548, -1.353], [-1.166, 1.919, -2.046], [0.043, -1.612, -0.555], [2.328, -2.870, 1.185], [3.455, -3.034, -0.084], [4.131, -2.773, 1.494], [4.067, -0.424, 0.407], [3.213, -0.656, 1.970]],
  "mulliken_charge": [-1.081, 0.245, -0.272, 1.134, -0.060, -0.804, -0.190, -1.055, -0.334, -0.190, -0.566, -0.494, -0.280, 0.547, 0.065, 0.405, 0.427, 0.296, 0.384, 0.242, 0.258, 0.310, 0.358, 0.345, 0.308],
  "energy_ev": -36059.229,
  "relative_energy_ev": 0.000,
  "lumo_ev": -0.689,
  "multiplicity": 1,
  "orbital_gap_ev": 8.40
}

# 8
{
  "formula": "C9H10N",
  "method": "ωB97M-V/def2-TZVPD",
  "species": ["C", "C", "C", "C", "C", "C", "C", "C", "N", "C", "H", "H", "H", "H", "H", "H", "H", "H", "H", "H"],
  "xyz": [[1.943, 2.788, -0.081], [1.936, 1.507, 0.046], [1.757, 0.212, 0.050], [2.962, -0.610, 0.202], [2.635, -1.888, -0.041], [1.220, -1.984, -0.134], [0.703, -0.678, -0.093], [-0.600, -0.139, 0.025], [-1.776, -0.800, -0.079], [-3.101, -0.168, 0.169], [1.860, 3.451, 0.872], [1.915, 3.344, -0.945], [3.927, -0.295, 0.507], [3.368, -2.716, -0.160], [0.530, -2.869, -0.257], [-0.726, 0.980, 0.104], [-1.926, -1.802, -0.317], [-3.135, 0.834, -0.346], [-3.862, -0.929, -0.154], [-3.174, 0.087, 1.341]],
  "mulliken_charge": [-0.985, 0.270, 0.823, -0.722, -0.756, -0.188, 0.270, -0.080, -0.162, -0.742, 0.240, 0.333, 0.488, 0.404, 0.339, 0.307, 0.295, 0.291, 0.288, 0.286],
  "charge": 1,
  "energy_ev": -10975.206,
  "relative_energy_ev": 2.976,
  "lumo_ev": -5.156,
  "multiplicity": 1,
  "orbital_gap_ev": 7.66,
  "smiles": "C=C=C1C=CC=C1/C=[NH+]/C"
}